Molecular formula: C44H42BiBrN7O10
Method: DFT, the ωB97M-V functional and the def2-TZVPD basis

Values from the calculation:
Energy relative to the best compared isomer or geometry (same formula, charge and spin), kcal/mol: 58.2
Spin multiplicity: 1
Total charge: -1
DFT total energy, eV: -153101.391

The geometry in XYZ format:
```
105
C44H42BiBrN7O10 the ωB97M-V functional and the def2-TZVPD basis
Bi 0.851 -0.547 0.757
Br -0.627 1.535 -2.801
O -2.973 -2.419 1.579
O -1.637 1.221 0.171
O -1.232 -1.049 1.736
O 2.835 -1.488 4.427
O 1.715 -2.071 -0.978
O 2.037 -1.214 2.407
O 1.944 1.386 1.776
O -2.575 2.560 1.698
O 2.015 3.472 2.536
O -2.107 3.219 -6.759
N 2.754 -0.864 -6.264
N 2.424 0.047 -7.036
N -4.159 3.754 0.116
N 0.596 2.314 -0.481
N 2.557 0.438 -1.554
N 0.745 -2.495 6.030
N 0.478 -2.914 1.046
C 0.131 -1.357 5.483
C 2.885 1.301 -4.167
C -0.999 -0.862 6.125
C 2.181 -2.352 -4.539
C 0.589 5.036 -0.993
C -0.993 1.202 -6.364
C 1.914 -1.157 3.708
C -5.541 3.351 -0.147
C 1.803 -4.654 5.929
C 1.346 0.897 -6.852
C -1.209 0.862 4.485
C 0.389 -5.178 3.588
C 2.598 -4.312 7.158
C 3.136 2.138 -3.109
C 2.315 -0.401 -2.569
C 1.731 2.624 1.701
C 1.386 2.195 -7.364
C -0.935 2.513 -6.835
C -1.672 0.239 5.630
C 0.095 4.144 -1.934
C 1.940 -1.742 -2.199
C -0.075 0.388 3.853
C -2.398 2.097 0.472
C -0.890 -3.151 0.643
C 0.608 -0.723 4.326
C 1.166 -6.165 4.167
C 1.064 4.537 0.205
C 1.894 -2.688 -3.235
C 2.666 -7.019 5.971
C 1.079 3.159 0.415
C -1.809 -2.129 1.382
C 2.482 -0.029 -3.934
C 0.129 0.412 -6.356
C 0.107 2.802 -1.589
C 0.967 -3.672 5.368
C -5.437 1.889 -0.577
C 2.407 -1.036 -4.947
C 0.269 -3.943 4.190
C 2.982 1.646 -1.805
C -4.130 1.849 -1.366
C 0.266 3.005 -7.334
C 1.867 -5.912 5.340
C -3.255 2.835 -0.582
C -2.062 4.605 -6.953
H 0.308 0.904 2.994
H 2.318 2.577 -7.756
H -1.929 0.831 -5.983
H 2.386 -7.143 7.016
H -6.130 3.480 0.765
H 1.978 -4.356 8.057
H -0.157 -5.388 2.679
H 3.462 3.156 -3.272
H 3.007 -3.308 7.058
H -6.000 3.951 -0.943
H -1.858 4.873 -7.995
H 1.451 5.169 0.986
H -2.554 0.603 6.138
H -3.679 0.859 -1.395
H 3.022 1.669 -5.174
H 3.428 -4.997 7.290
H 0.608 6.097 -1.200
H 3.734 -6.808 5.924
H 1.222 -7.143 3.710
H -3.987 4.720 -0.130
H 1.171 -3.282 0.402
H 0.337 4.015 -7.712
H 3.205 2.257 -0.939
H -0.402 -3.192 3.799
H -6.294 1.576 -1.167
H -0.966 -2.963 -0.431
H -2.548 3.355 -1.237
H -1.310 5.076 -6.312
H -1.724 1.714 4.072
H 1.096 -2.412 6.967
H -0.275 4.464 -2.896
H -1.246 -4.167 0.849
H 2.150 -3.113 -5.306
H -3.049 4.973 -6.681
H -1.355 -1.369 7.012
H 1.652 -3.710 -2.981
H 0.680 -3.202 1.998
H 2.484 -7.958 5.453
H -3.310 3.223 1.628
H 0.073 -0.602 -5.991
H -4.270 2.193 -2.393
H -5.356 1.252 0.302
```